Record 1
Computed, not measured: one molecule with the formula C4H5NO, with the ωB97M-V functional and the def2-TZVPD basis.

Each line ends with the Löwdin charge.
Element x y z (Å)
C1 0.19596 -0.22466 -1.23483  -0.08
C2 -0.20286 -0.94220 -0.18514  -0.09
H1 -0.27727 -2.01732 -0.19072  0.11
H2 0.44280 -0.63549 -2.20134  0.09
H3 1.09609 -0.35469 1.97349  0.12
C3 -0.56251 -0.21069 1.04223  -0.20
H4 0.59296 1.85902 -1.78169  0.09
O1 0.15135 -0.34210 2.17448  0.03
C4 0.24521 1.21987 -0.97379  -0.32
N1 -0.06857 1.68068 0.14182  0.12
H5 -1.61316 -0.03242 1.23547  0.13

Results
Frontier orbital gap (spin up / spin down) (eV): 8.8 / 8.8
Energy relative to the best compared isomer or geometry (same formula, charge and spin) (eV): 3.027

Record 2
Computed, not measured: one molecule with the formula C2Cl2F2, with the ωB97M-V functional and the def2-TZVPD basis.

Each line ends with the Löwdin charge.
Element x y z (Å)
C1 -0.72702 0.00772 -0.06628  -0.41
C2 0.65327 -0.12455 0.18010  -1.12
Cl1 1.50056 -1.46440 0.02853  0.77
F1 -1.23519 1.17484 0.18907  0.10
Cl2 1.41114 1.48345 -0.12525  0.60
F2 -1.60275 -1.07706 -0.20617  0.06

Results
Frontier orbital gap (eV): 9.6
Energy relative to the best compared isomer or geometry (same formula, charge and spin) (eV): 0.986
SMILES string: FC(F)=C(Cl)Cl

Record 3
Computed, not measured: one molecule with the formula C7H13N3O3S, with the ωB97M-V functional and the def2-TZVPD basis.

Each line ends with the Löwdin charge.
Element x y z (Å)
H1 0.40813 1.35792 2.19949  0.15
H2 -3.78053 -0.50824 2.90784  -0.01
H3 1.18336 -2.39751 -0.75927  0.07
C1 -0.71042 0.49755 -1.27526  -0.51
H4 -2.55483 0.64126 3.36064  0.00
H5 0.88088 -0.71749 -2.58372  0.13
N1 0.07967 1.09084 1.26883  0.07
C2 2.55408 0.53908 -2.03579  -0.03
C3 1.93795 -1.74965 -1.08776  -0.03
O1 -2.96596 0.70967 -0.58044  0.02
N2 0.55368 0.15793 -0.84561  0.07
C4 -1.27228 0.63667 1.32379  -0.47
H6 -3.10512 0.31019 -1.44178  0.10
O2 -1.07814 0.56250 -2.39796  0.13
O3 2.20634 0.45704 0.73899  0.08
C5 1.03848 0.56858 0.38967  -0.45
H7 3.10635 0.48624 -2.94099  0.07
H8 3.40742 0.59328 -1.45826  0.05
H9 -2.65789 -1.05021 4.20316  0.08
S1 -1.62662 -0.98337 2.08142  0.86
H10 2.58003 -2.42095 -1.72476  0.11
C6 1.47821 -0.47964 -1.74788  -0.32
H11 -2.01127 1.37871 1.82742  0.13
H12 2.14509 1.55825 -2.00626  0.11
N3 -1.60126 0.72722 -0.28829  -0.05
C7 -2.83663 -0.37312 3.26266  -0.39
H13 2.64129 -1.59276 -0.38991  0.03

Results
Frontier orbital gap (eV): 9.6
Energy relative to the best compared isomer or geometry (same formula, charge and spin) (eV): 0.000
SMILES string: CS[C@H]1NC(=O)N(C(C)C)C(=O)N1O

Record 4
Computed, not measured: a 2-piece molecular cluster, C3H8NO2 overall, with the ωB97M-V functional and the def2-TZVPD basis.

Each line ends with the Löwdin charge.
Element x y z (Å)
C1 2.51273 0.59151 -0.08865  -0.03
H1 3.35477 -0.08474 0.01370  0.10
H2 -1.31430 -1.22964 -0.58784  0.13
H3 -2.20032 1.49451 -0.54373  0.15
H4 2.39202 0.98774 -1.05994  0.08
N1 -0.43480 -1.42747 -0.05238  0.17
O1 -2.78531 -0.38476 0.17444  -0.04
H5 -0.64913 -1.29274 0.94225  0.16
C2 0.58634 -0.47193 -0.52868  0.01
C3 -2.95072 0.80532 0.15538  -0.06
H6 2.73972 1.51437 0.57596  0.14
H7 0.00854 -2.33949 -0.18849  0.18
O2 1.50820 -0.33985 0.37676  -0.05
H8 -3.77270 1.25088 0.54436  0.05

Results
Frontier orbital gap (eV): 10.2
Energy relative to the best compared isomer or geometry (same formula, charge and spin) (eV): 5.186
Total charge: +1

Record 5
Computed, not measured: an isolated ion of composition C5H12N and charge +2, with the ωB97M-V functional and the def2-TZVPD basis.

Each line ends with the Löwdin charge.
Element x y z (Å)
C1 1.34935 1.73553 -1.61980  0.01
C2 0.08380 -1.49339 0.31156  -0.08
C3 1.21609 0.54821 -0.75549  0.05
C4 0.27407 -0.48771 -0.81303  0.05
H1 -1.00942 -1.53742 2.35293  0.15
H2 0.04943 -0.78041 -1.84041  0.17
H3 0.46731 2.42271 -1.58331  0.14
H4 1.04720 -1.79506 0.75671  0.16
H5 0.02057 -0.11532 2.10641  0.13
H6 -2.28030 0.71052 1.60659  0.19
H7 2.03476 0.37753 -0.03361  0.17
N1 -1.79538 0.00944 1.03397  0.19
H8 -2.49521 -0.57186 0.55068  0.19
H9 2.22780 2.31927 -1.35532  0.11
H10 -1.37488 0.50178 0.21136  0.15
H11 1.30427 1.38842 -2.66761  0.15
C5 -0.63481 -0.82151 1.60408  -0.06
H12 -0.48463 -2.41069 0.13429  0.14

Results
Frontier orbital gap (spin up / spin down) (eV): 10.2 / 9.2
Energy relative to the best compared isomer or geometry (same formula, charge and spin) (eV): 0.852
Spin multiplicity: 2
Total charge: +2

Record 6
Computed, not measured: one molecule with the formula C17H24N2O3, with the ωB97M-V functional and the def2-TZVPD basis.

Each line ends with the Löwdin charge.
Element x y z (Å)
C1 -2.19484 -1.35647 1.26685  -0.09
N1 2.32035 0.39090 0.29940  -0.04
H1 1.17234 -0.03917 -1.36872  0.14
H2 -1.86239 0.78034 1.38341  0.10
C2 4.74414 0.32932 -0.09769  -0.17
H3 -1.82103 0.14912 -1.02628  0.13
C3 -2.60572 0.09317 0.97202  -0.15
H4 2.08565 -2.30939 0.47658  0.14
H5 -2.61535 2.54024 -0.07491  0.11
C4 -3.93282 -0.33860 -1.17100  -0.15
C5 6.05232 0.39134 0.31649  0.01
H6 -5.92615 0.44264 -1.56505  0.10
H7 -3.02943 -2.02041 1.03843  0.12
O1 -1.22570 -2.56305 -0.55054  0.05
O2 4.70184 -0.03754 -1.40245  0.02
H8 -5.12135 2.62086 -1.23707  0.10
C6 5.96713 -0.20921 -1.80985  -0.10
C7 1.92919 -0.52812 -0.74439  -0.10
H9 6.11436 -0.50138 -2.83118  0.12
C8 -3.14069 1.86255 -0.74806  -0.16
H10 -2.89148 2.14428 -1.77212  0.11
H11 2.77584 -0.79501 -1.36909  0.11
C9 -1.03991 -1.83155 0.40488  -0.47
H12 -5.61989 0.07973 0.12550  0.10
C10 -5.16884 0.47932 -0.78319  -0.18
N2 0.21355 -1.43265 0.74141  -0.05
H13 1.58264 1.41656 1.93312  0.12
H14 -4.00233 -1.37868 -0.86326  0.11
C11 6.84238 0.03523 -0.79558  -0.05
H15 0.94470 -2.46016 -0.89100  0.12
C12 -2.75927 0.39613 -0.52171  -0.33
C13 -4.66152 1.91445 -0.54709  -0.18
C14 1.20858 0.74562 1.15844  -0.11
C15 1.32351 -1.79113 -0.11680  -0.10
H16 -4.90112 2.24443 0.46396  0.10
C16 0.61014 -0.52009 1.78649  -0.11
H17 -0.22812 -0.26124 2.42755  0.11
H18 -3.54949 0.29142 1.48179  0.12
C17 3.57672 0.67663 0.73101  -0.39
H19 1.38131 -1.00366 2.39965  0.14
O3 3.76614 1.25648 1.79137  0.06
H20 7.91004 -0.02670 -0.83694  0.10
H21 6.38193 0.66031 1.29826  0.12
H22 0.45106 1.25654 0.55474  0.13
H23 -3.79988 -0.32245 -2.25351  0.12
H24 -1.95852 -1.47092 2.32612  0.11

Results
Frontier orbital gap (eV): 9.6
Energy relative to the best compared isomer or geometry (same formula, charge and spin) (eV): 1.728
SMILES string: O=C(CCC1CCCC1)N1CCN(C(=O)c2ccco2)CC1

Repeat the third record exactly.
Computed, not measured: one molecule with the formula C7H13N3O3S, with the ωB97M-V functional and the def2-TZVPD basis.

Each line ends with the Löwdin charge.
Element x y z (Å)
H1 0.40813 1.35792 2.19949  0.15
H2 -3.78053 -0.50824 2.90784  -0.01
H3 1.18336 -2.39751 -0.75927  0.07
C1 -0.71042 0.49755 -1.27526  -0.51
H4 -2.55483 0.64126 3.36064  0.00
H5 0.88088 -0.71749 -2.58372  0.13
N1 0.07967 1.09084 1.26883  0.07
C2 2.55408 0.53908 -2.03579  -0.03
C3 1.93795 -1.74965 -1.08776  -0.03
O1 -2.96596 0.70967 -0.58044  0.02
N2 0.55368 0.15793 -0.84561  0.07
C4 -1.27228 0.63667 1.32379  -0.47
H6 -3.10512 0.31019 -1.44178  0.10
O2 -1.07814 0.56250 -2.39796  0.13
O3 2.20634 0.45704 0.73899  0.08
C5 1.03848 0.56858 0.38967  -0.45
H7 3.10635 0.48624 -2.94099  0.07
H8 3.40742 0.59328 -1.45826  0.05
H9 -2.65789 -1.05021 4.20316  0.08
S1 -1.62662 -0.98337 2.08142  0.86
H10 2.58003 -2.42095 -1.72476  0.11
C6 1.47821 -0.47964 -1.74788  -0.32
H11 -2.01127 1.37871 1.82742  0.13
H12 2.14509 1.55825 -2.00626  0.11
N3 -1.60126 0.72722 -0.28829  -0.05
C7 -2.83663 -0.37312 3.26266  -0.39
H13 2.64129 -1.59276 -0.38991  0.03

Results
Frontier orbital gap (eV): 9.6
Energy relative to the best compared isomer or geometry (same formula, charge and spin) (eV): 0.000
SMILES string: CS[C@H]1NC(=O)N(C(C)C)C(=O)N1O